{"formula": "C25H55MnNO2Si2", "method": "ωB97M-V with the def2-TZVPD basis set", "symbols": ["O", "O", "C", "C", "H", "H", "H", "H", "H", "C", "C", "H", "H", "H", "H", "H", "C", "C", "C", "H", "H", "H", "H", "H", "C", "H", "H", "H", "H", "H", "H", "Mn", "C", "Si", "H", "H", "C", "C", "C", "C", "Si", "H", "H", "C", "C", "C", "H", "H", "H", "H", "H", "H", "H", "H", "H", "H", "H", "H", "H", "H", "H", "H", "H", "H", "C", "N", "C", "C", "C", "C", "C", "C", "C", "C", "H", "H", "H", "H", "H", "H", "H", "H", "H", "H", "H", "H"], "coordinates": [[-0.9897, -2.8305, -1.5643], [-2.1694, -0.9800, -2.5917], [0.3832, -3.2076, -1.4809], [0.6523, -4.6878, -1.1402], [0.8210, -2.5780, -0.6867], [0.8472, -2.9247, -2.4586], [0.5371, -4.8550, -0.0856], [1.6817, -4.8984, -1.4015], [0.0041, -5.3427, -1.7182], [-1.7752, -3.0661, -0.3847], [-3.1785, -3.3892, -0.7611], [-1.7119, -2.1483, 0.1646], [-1.3537, -3.8643, 0.2039], [-3.6467, -2.5818, -1.3593], [-3.7862, -3.5136, 0.1466], [-3.2513, -4.3350, -1.3414], [-3.3666, -0.0701, -2.5980], [-1.7664, -1.5300, -3.8746], [-3.9256, 0.1454, -1.2266], [-4.0646, -0.6056, -3.2412], [-3.0259, 0.8237, -3.1230], [-4.4572, -0.7505, -0.8926], [-4.6322, 0.9796, -1.3308], [-3.1500, 0.4231, -0.4969], [-2.6614, -2.7027, -4.1283], [-0.7027, -1.7733, -3.7420], [-1.9194, -0.7121, -4.5666], [-2.5378, -3.4510, -3.3347], [-2.3480, -3.1211, -5.0826], [-3.7225, -2.4078, -4.2127], [-1.5488, -1.3515, -1.9182], [0.7978, 1.2297, 0.7420], [-0.1749, 0.2633, -0.3600], [0.5568, 1.0083, -2.0192], [-1.2686, 0.3225, -0.2439], [0.0273, -0.8506, -0.2475], [1.7447, -0.1146, -2.9186], [1.5240, 2.4695, -1.2921], [-0.5770, 1.8309, -3.2342], [2.5249, 0.2838, 0.7560], [3.7923, 1.0216, 1.9687], [2.9783, 0.1735, -0.2479], [2.2885, -0.7494, 1.0822], [4.2268, 2.7602, 1.4199], [5.3612, -0.0097, 1.9438], [3.1440, 1.0203, 3.7246], [-0.0457, 2.7038, -3.6562], [-1.4928, 2.2262, -2.7805], [-0.8616, 1.2115, -4.0927], [2.5008, -0.5593, -2.2617], [2.2868, 0.4803, -3.6717], [1.2633, -0.9376, -3.4591], [1.7142, 2.5684, -0.1715], [1.0037, 3.3711, -1.6083], [2.5189, 2.3974, -1.7568], [5.3687, -0.6887, 1.0810], [5.4434, -0.6136, 2.8591], [6.2487, 0.6379, 1.8810], [2.3532, 0.2725, 3.8745], [2.7402, 1.9987, 4.0188], [3.9687, 0.7792, 4.4138], [5.2700, 2.9715, 1.7011], [3.5935, 3.5179, 1.9004], [4.1438, 2.8786, 0.3344], [-1.8215, 2.7054, 1.2364], [-0.4143, 2.9251, 1.6521], [-0.0334, 4.3129, 1.3746], [-0.2904, 2.6423, 3.1243], [-0.3625, 1.1567, 3.3798], [-0.7284, 0.6811, 4.6483], [-0.7831, -0.7082, 4.8768], [-0.4647, -1.5830, 3.8403], [-0.0911, -1.0970, 2.5643], [-0.0223, 0.2873, 2.3404], [-1.8983, 2.8844, 0.1527], [-2.4818, 3.4239, 1.7612], [-2.1592, 1.6758, 1.4548], [-0.7140, 4.9905, 1.8941], [0.9813, 4.4899, 1.7239], [-0.0755, 4.4947, 0.3044], [0.6692, 3.0691, 3.4797], [-1.0876, 3.1916, 3.6741], [-0.9748, 1.4104, 5.4321], [-1.0828, -1.0728, 5.8548], [-0.5082, -2.6653, 4.0048], [0.1445, -1.7831, 1.7746]], "forces_ev_per_a": [[-0.14, -0.89, -0.37], [-1.01, 1.16, -1.25], [0.90, 0.23, 0.32], [-0.35, 0.97, -0.71], [0.26, -0.18, -0.43], [-0.45, -0.24, 0.80], [-0.12, -0.27, 0.44], [0.22, -0.09, -0.03], [-0.05, -0.14, 0.01], [0.42, 0.14, -0.26], [-1.20, -0.39, -0.51], [-0.09, 0.49, 0.83], [0.24, -0.23, 0.20], [0.27, -0.59, 0.32], [0.18, 0.04, -0.20], [0.09, 0.55, 0.34], [0.78, -0.52, -0.20], [-0.41, 0.06, 0.50], [0.04, 0.18, 0.15], [-0.05, 0.10, 0.08], [0.00, -0.04, 0.33], [0.06, 0.32, 0.11], [0.05, -0.22, 0.23], [-0.34, -0.06, -0.31], [0.00, -0.47, -0.52], [-0.48, 0.08, -0.34], [0.27, 0.00, -0.39], [-0.05, 0.26, -0.42], [-0.20, -0.30, -0.11], [0.49, -0.16, 0.02], [0.47, 0.01, 1.44], [2.00, 3.15, 4.39], [-3.93, -4.82, -6.70], [-0.43, -1.00, 2.95], [0.05, 0.23, -0.15], [0.05, 1.30, -0.13], [0.49, -0.03, -0.57], [0.56, 0.49, -0.17], [-0.31, 0.67, -0.94], [2.70, -0.69, 0.47], [-1.24, -1.10, -1.35], [0.22, 0.13, 0.22], [0.06, 0.26, 0.03], [0.37, 0.42, 0.16], [0.62, -0.07, 0.14], [0.06, 0.07, 0.51], [-0.19, -0.28, 0.06], [0.16, -0.02, 0.08], [0.00, -0.01, 0.11], [-0.22, 0.15, 0.05], [-0.06, -0.16, 0.09], [-0.02, 0.13, 0.04], [0.22, 0.31, -1.54], [0.24, 0.40, -0.16], [-0.06, 0.50, 0.19], [0.01, 0.17, 0.19], [0.06, 0.07, -0.22], [-0.04, -0.25, 0.07], [0.16, 0.15, -0.10], [0.02, -0.19, -0.02], [-0.21, 0.13, -0.07], [-0.23, 0.12, -0.07], [0.06, -0.10, -0.12], [0.01, -0.04, 0.11], [0.18, 0.19, 0.01], [-0.41, 0.12, 0.75], [-0.20, -0.43, 0.19], [-0.07, 0.49, -0.36], [-0.33, -0.83, 1.04], [-0.06, -0.10, -0.34], [0.08, 0.80, -0.13], [0.13, -0.27, -0.78], [-0.67, 1.04, 2.03], [-0.38, -0.43, 1.00], [0.00, -0.06, 0.27], [0.09, -0.21, -0.14], [0.41, 0.50, 0.00], [-0.05, 0.33, 0.01], [0.07, -0.01, -0.01], [-0.04, 0.09, -0.11], [-0.29, -0.25, -0.33], [0.22, -0.19, -0.21], [0.03, -0.44, -0.09], [0.08, -0.07, -0.12], [-0.02, 0.29, 0.08], [0.23, -0.44, -0.35]], "lowdin_spin": [0.0063, 0.0130, 0.0033, 0.0003, 0.0018, 0.0004, 0.0001, 0.0001, 0.0001, 0.0034, 0.0004, 0.0023, 0.0002, 0.0001, 0.0001, 0.0001, 0.0022, 0.0031, 0.0045, 0.0002, 0.0004, 0.0001, 0.0004, 0.0029, 0.0005, 0.0011, 0.0003, 0.0000, 0.0002, 0.0001, 0.0068, 4.1363, 0.0997, 0.0687, 0.0291, 0.0226, 0.0112, 0.0836, 0.0169, 0.0678, 0.0377, 0.0163, 0.0116, 0.0086, 0.0106, 0.0063, 0.0021, 0.0004, 0.0004, 0.0012, 0.0017, 0.0005, 0.0290, 0.0066, 0.0059, 0.0009, 0.0007, 0.0014, 0.0001, 0.0012, 0.0004, 0.0006, 0.0025, 0.0002, 0.0129, 0.0509, 0.0103, 0.0175, 0.0305, 0.0016, 0.0180, 0.0015, 0.0278, 0.0716, 0.0013, 0.0021, 0.0022, 0.0020, 0.0020, 0.0004, 0.0026, 0.0014, 0.0008, 0.0013, 0.0006, 0.0036], "spin_multiplicity": 6, "e_above_lowest_kj_mol": 567.0, "s2": 8.776, "homo_ev": [-3.636, -6.746]}